Computed, not measured: C6H12O in the gas phase, with ωB97M-V/def2-TZVPD.

The calculated total energy is -311.02682 Eh. The LUMO energy is 0.934 eV. The SMILES is C=C(O)CCCC. The relative energy (zero: lowest compared OMol25 entry of this formula, charge and spin) comes out at 0.883 eV. The HOMO-LUMO gap comes out at 0.35838 Ha.

Geometry as ORCA input:
```
! wB97M-V def2-TZVPD RIJCOSX def2/J DEFGRID3
* xyz 0 1
C -1.5913 -0.8095 -1.0488
C -0.8459 -1.2589 -0.0366
O -1.3791 -1.6673 1.1494
C 0.6522 -1.2339 0.0200
C 1.1291 -0.0726 0.9227
C 0.4031 1.2510 0.6908
C 0.5534 1.7012 -0.7681
H -1.1612 -0.6095 -2.0209
H -2.6585 -0.6364 -0.9312
H -2.3416 -1.6434 1.0621
H 1.0398 -2.1796 0.4166
H 1.0491 -1.1132 -0.9932
H 1.0625 -0.3733 1.9739
H 2.1824 0.1252 0.6893
H 0.8029 1.9893 1.3968
H -0.6662 1.1701 0.9191
H -0.3934 1.5009 -1.2843
H 0.8553 2.7497 -0.8559
H 1.3075 1.1103 -1.3019
*
```